The following is a quantum chemistry calculation of CH7N4S2 as an isolated structure at a distorted geometry, from OMol25.

## Properties
Charge: +1
HOMO energy (alpha / beta), Eh: -0.4805 / -0.4805
E_tot, eV: -28770.999
Relative energy (zero: lowest compared OMol25 entry of this formula, charge and spin), eV: 1.6381
M, g mol⁻¹: 139.23
Frontier orbital gap (alpha / beta), eV: 8.4 / 8.4

Positions of all 14 atoms, in Å:
C -0.30094 0.47350 0.87796
N 0.82958 -0.04099 0.54305
N -0.71085 0.67026 2.14566
N -1.30289 0.57767 -0.24878
N 1.11170 -0.08200 -0.87499
S 2.74748 -0.04376 -1.31913
S 0.12807 -1.75902 -1.38205
H -0.29574 0.39706 3.06487
H -1.68791 0.79746 2.23948
H -2.33250 0.47675 -0.01712
H -1.03340 1.28276 -0.90965
H -0.91559 -0.47014 -0.85578
H 3.67793 -0.85754 -0.55800
H 0.08507 -1.42202 -2.70553